Molecular formula: C38H45Cl2N5O2Re
Method: DFT, ωB97M-V/def2-TZVPD

The geometry in XYZ format:
```
93
Properties=species:S:1:pos:R:3:forces:R:3
Re -0.108068 -0.635754 -1.456929 -0.295 -0.101 -0.009
Cl -2.831000 -1.389484 -5.479013 -0.052 0.053 0.035
Cl -4.452588 0.133141 -3.585330 -0.175 0.010 -0.144
O -0.771405 0.836466 -4.448227 -0.156 0.030 0.064
O -1.675591 -0.254516 -2.694075 0.407 -0.099 0.170
N 0.163174 -1.882210 -3.320072 -0.230 0.130 0.224
N -1.605233 -2.386618 -0.905464 0.074 -0.004 -0.115
N 1.898930 -1.359887 -1.623992 0.004 0.294 0.030
N -1.623553 0.426682 -0.232117 0.014 0.040 0.007
N 0.855805 0.004187 0.463551 -0.039 -0.021 0.131
C 1.161371 3.304436 -2.891944 0.018 -0.010 0.044
C 3.669325 2.351339 3.990751 0.002 0.006 0.002
C 2.106611 -4.396806 0.418466 0.018 0.010 -0.001
C 3.624369 -3.048754 -1.484000 -0.018 0.018 0.010
C 4.405413 -2.272037 -2.376818 -0.019 0.024 -0.008
C -3.842782 1.258792 0.154737 0.040 0.019 0.062
C -1.421158 -3.805129 -1.307927 0.091 -0.013 -0.001
C 0.598439 1.097337 2.592367 -0.012 0.021 -0.045
C -1.702964 0.347842 -3.867129 0.351 -0.338 -0.377
C -3.493644 1.821066 1.381985 0.024 -0.025 -0.040
C -5.715458 1.714942 2.487788 0.000 -0.004 0.002
C 0.102248 0.661927 1.372117 -0.085 -0.002 -0.027
C 3.051429 0.129755 4.991892 0.009 0.009 0.007
C 2.702087 -0.579037 -2.365895 -0.015 0.115 -0.048
C 4.077867 -4.271893 -0.945525 -0.016 -0.023 0.019
C -4.498250 2.607951 2.203176 0.007 0.003 0.011
C 0.185884 -3.371181 -3.265057 -0.016 0.017 -0.041
C 3.971565 -1.046945 -2.777598 0.033 -0.034 0.018
C 1.476909 2.062975 5.149209 -0.005 -0.007 -0.006
C -3.023135 0.160454 -4.610675 -0.023 0.032 -0.041
C 2.714781 0.314478 1.967151 -0.023 0.032 0.052
C 2.421451 3.019273 -3.411130 -0.007 -0.014 -0.012
C 1.928191 0.928001 2.941327 0.001 -0.043 -0.057
C -1.148826 -3.935830 -2.797026 0.002 0.052 -0.027
C -2.180039 1.609234 1.775701 0.005 -0.010 -0.002
C 3.328927 -4.941466 -0.016534 0.008 0.003 -0.020
C -3.906594 3.083078 3.529605 -0.001 0.002 -0.007
C 2.186130 0.752836 -2.664715 -0.006 -0.063 0.066
C -1.286447 0.912925 0.975016 0.050 -0.040 0.014
C -4.933938 3.830551 1.379430 -0.009 -0.003 0.003
C 2.369524 -2.542635 -1.092379 0.025 -0.090 -0.003
C 2.163555 -0.116092 0.788188 0.061 0.014 -0.040
C 0.411548 2.316486 -2.271126 -0.007 0.046 0.053
C 1.632176 -3.222943 -0.107438 0.025 0.003 0.042
C 2.943483 1.745752 -3.290000 0.016 0.040 -0.024
C -2.911350 0.589629 -0.601608 -0.042 -0.040 -0.062
C 0.894028 1.015902 -2.169082 0.224 -0.143 -0.160
C 2.515727 1.374204 4.265444 -0.005 0.001 0.008
H -3.587428 2.247224 4.156246 -0.003 0.000 0.004
H -4.086732 4.483451 1.163209 0.001 0.001 -0.002
H 3.774641 0.159829 2.112293 0.001 0.003 0.008
H 4.084062 2.694281 4.938557 0.002 -0.004 0.001
H -5.428137 0.815621 3.035299 -0.001 0.001 0.005
H 3.680988 -5.874192 0.401075 0.002 0.001 0.003
H -0.068982 1.591458 3.276779 -0.009 0.016 0.014
H -2.308373 -4.380832 -1.040831 -0.014 -0.008 -0.034
H 0.765572 4.308254 -2.977126 -0.008 -0.003 -0.003
H 1.070667 2.959639 4.676103 0.003 0.005 0.005
H 3.474564 0.425136 5.952042 0.004 0.001 -0.002
H -5.668680 4.404862 1.943870 0.001 0.001 0.001
H 5.035393 -4.659541 -1.269416 0.000 -0.004 0.005
H 0.705335 -2.794361 0.253075 0.035 0.011 -0.004
H -3.062145 3.759590 3.380683 0.001 -0.002 0.001
H -2.412260 -2.035642 -1.422447 -0.030 0.020 0.041
H -1.888777 -2.349478 0.070698 0.061 -0.003 0.021
H -6.432532 2.265426 3.096600 -0.003 0.002 -0.004
H 2.254778 -0.591743 5.180920 -0.002 -0.001 0.003
H 0.401632 -3.727313 -4.273718 -0.023 -0.046 0.002
H -5.394289 3.539705 0.434545 -0.003 0.003 0.000
H -6.225515 1.413933 1.572360 0.005 -0.007 -0.002
H -0.580073 -4.213101 -0.748531 -0.088 -0.028 0.005
H 0.653919 1.393617 5.409396 -0.002 0.002 -0.003
H -3.201619 0.186391 -1.559277 0.068 0.082 0.327
H 1.948107 2.373438 6.080898 0.001 -0.003 0.002
H 0.994314 -3.704397 -2.620669 0.009 0.001 -0.021
H -0.602325 -1.665524 -3.947119 -0.206 0.150 -0.123
H 4.478252 1.883529 3.429027 -0.004 -0.001 -0.010
H 3.935823 1.545032 -3.671828 0.000 -0.002 0.008
H -1.166484 -4.997361 -3.046881 0.003 -0.007 0.004
H -3.133993 0.947136 -5.347321 -0.030 -0.034 -0.054
H 4.582356 -0.424713 -3.413444 -0.001 -0.001 0.005
H 1.539912 -4.906617 1.186828 0.003 -0.007 0.001
H 2.821419 -0.566491 0.071820 -0.043 0.021 0.073
H -1.842502 2.001799 2.719146 0.001 0.001 0.022
H 5.366710 -2.649925 -2.702905 0.002 0.000 -0.003
H -1.961181 -3.477114 -3.370061 -0.039 -0.008 -0.024
H -4.666011 3.632453 4.084515 -0.002 0.003 -0.001
H -4.844176 1.346484 -0.243147 -0.012 0.000 0.010
H 2.996101 3.794849 -3.897849 0.000 0.002 0.002
H 0.983140 -1.527718 -3.803913 0.069 -0.069 -0.037
H 3.324743 3.225682 3.436391 -0.001 0.003 0.003
H 3.837838 -0.365030 4.420635 -0.002 -0.006 0.002
H -0.576977 2.559850 -1.895603 0.001 0.009 -0.012
```
Positions in Å, forces in eV/Å.

Total charge: +2
HOMO level (alpha / beta), eV: -13.3 / -13.3
Molecular weight, g mol⁻¹: 860.92
Total energy, eV: -78847.2736
Largest force on an atom, eV/A: 0.6
Frontier orbital gap (alpha / beta), eV: 7.31 / 6.64
Spin multiplicity: 2